Entry 1:
The following is a DFT calculation (the ωB97M-V functional and the def2-TZVPD basis) of C4H10N2O2 in the gas phase in a non-equilibrium geometry.

CARTESIAN COORDINATES (ANGSTROEM)
C -1.7740 0.0083 0.1921
C -1.2908 -0.8713 -0.8982
C 1.6523 1.4825 1.2184
N 0.5479 0.6401 0.8005
C -0.6844 1.1296 0.7609
N 0.9421 -1.6395 -1.6993
O 0.1167 -1.5561 -0.5257
O -1.1231 2.1445 1.2388
H 0.6980 -0.3670 0.2932
H 1.8890 -1.5161 -1.3521
H 0.8661 -2.5863 -2.0748
H -2.0176 -0.5712 1.0783
H -2.6130 0.6167 -0.1328
H -1.9505 -1.7175 -1.0965
H -1.0418 -0.3207 -1.8064
H 2.3539 0.9056 1.8155
H 1.2653 2.2941 1.8342
H 2.1639 1.9243 0.3539

Atoms 1-6, force components in eV/Å:
C 1.94 1.63 1.31
C 2.40 -1.10 -0.55
C -0.05 0.10 -0.01
N 1.41 -1.90 -1.23
C -2.37 -2.69 -0.54
N -0.46 0.25 -0.09

Properties
**Energy above the lowest of the compared OMol25 structures with the same formula, charge and spin**: 372.3 kJ/mol
**Charge**: 0
**SMILES string**: CNC(=O)CCON
**HOMO level**: -9.19 eV
**E_LUMO**: 0.7 eV
**E_tot**: -418.31915 hartree

Charges obtained by Löwdin population analysis, quoted in units of e:
1. C -0.078
2. C -0.105
3. C -0.078
4. N -0.005
5. C -0.508
6. N 0.019
7. O -0.278
8. O 0.045
9. H 0.138
10. H 0.080
11. H 0.084
12. H 0.112
13. H 0.114
14. H 0.111
15. H 0.112
16. H 0.075
17. H 0.079
18. H 0.083


Entry 2:
The following is a DFT calculation (the ωB97M-V functional and the def2-TZVPD basis) of 2 unconnected molecules or ions with the total composition C4H10N2O2 in a non-equilibrium geometry.

CARTESIAN COORDINATES (ANGSTROEM)
N 2.4701 2.1724 -0.2396
C 1.2576 1.5673 -0.1150
O 0.6630 1.3744 0.9930
O 0.7144 1.2055 -1.2878
H 3.0179 2.2870 0.5956
H 2.9580 2.1623 -1.1096
C -0.7207 -3.2292 1.1425
C -1.2716 -2.1796 0.1375
C -1.4068 -0.8418 0.2873
N -1.7343 0.0364 -0.7842
H 0.2046 -2.7962 1.5090
H -1.4492 -3.3605 1.9304
H -0.5949 -4.1526 0.5874
H -1.5537 -2.6833 -0.8046
H -1.1926 -0.3007 1.1723
H -2.0846 -0.5571 -1.5383
H -2.5014 0.6602 -0.5013
H -0.1247 0.7404 -1.0287

Atoms 1-6, force components in eV/Å:
N -0.29 -0.12 0.46
C -1.64 -0.57 2.43
O 1.92 0.64 -3.02
O 0.56 0.14 0.82
H -0.19 0.03 0.01
H -0.02 -0.10 -0.35

Properties
**Energy above the lowest of the compared OMol25 structures with the same formula, charge and spin**: 119.7 kJ/mol
**Charge**: 0
**SMILES string**: C/C=C/N.NC(=O)O
**HOMO level**: -8.62 eV
**E_LUMO**: 0.9 eV
**E_tot**: -418.41536 hartree

Charges obtained by Löwdin population analysis, quoted in units of e:
1. N 0.168
2. C -0.617
3. O -0.013
4. O 0.070
5. H 0.109
6. H 0.098
7. C -0.096
8. C -0.147
9. C -0.214
10. N 0.010
11. H 0.067
12. H 0.061
13. H 0.059
14. H 0.092
15. H 0.092
16. H 0.096
17. H 0.111
18. H 0.053


Entry 3:
The following is a DFT calculation (the ωB97M-V functional and the def2-TZVPD basis) of C4H10N2O2 in the gas phase in a non-equilibrium geometry.

CARTESIAN COORDINATES (ANGSTROEM)
O -1.3820 -1.4195 0.3304
C -0.6386 -0.4580 0.3060
N -0.0379 -0.0205 1.4566
C 1.0747 0.8643 1.4999
O 2.1746 0.2814 0.7591
C -0.3423 0.2776 -0.9747
C -1.6839 0.6924 -1.6285
N 0.3837 -0.5976 -1.8778
H -0.1485 -0.6218 2.2583
H 0.8452 1.8213 1.0288
H 1.3870 0.9573 2.5352
H 3.0112 0.6783 1.0104
H 0.2228 1.1795 -0.7860
H -2.2653 -0.2088 -1.7581
H -2.2485 1.3897 -1.0135
H -1.4231 1.1474 -2.5748
H 0.0240 -1.5396 -1.8550
H 1.3788 -0.5619 -1.7066

Atoms 1-6, force components in eV/Å:
O 0.01 -0.01 -0.06
C -0.20 -0.24 0.50
N 0.24 0.23 0.32
C 0.84 -0.40 -0.60
O -0.41 -0.19 0.00
C -1.01 0.10 -0.46

Properties
**Energy above the lowest of the compared OMol25 structures with the same formula, charge and spin**: 131.7 kJ/mol
**Charge**: 0
**SMILES string**: C[C@H](N)C(=O)NCO
**HOMO level**: -9.02 eV
**E_LUMO**: 0.6 eV
**E_tot**: -418.41080 hartree

Charges obtained by Löwdin population analysis, quoted in units of e:
1. O 0.068
2. C -0.464
3. N 0.089
4. C -0.240
5. O -0.056
6. C -0.382
7. C -0.041
8. N 0.066
9. H 0.145
10. H 0.117
11. H 0.125
12. H 0.081
13. H 0.116
14. H 0.072
15. H 0.079
16. H 0.073
17. H 0.081
18. H 0.069


Copy entry 3 word for word.
The following is a DFT calculation (the ωB97M-V functional and the def2-TZVPD basis) of C4H10N2O2 in the gas phase in a non-equilibrium geometry.

CARTESIAN COORDINATES (ANGSTROEM)
O -1.3820 -1.4195 0.3304
C -0.6386 -0.4580 0.3060
N -0.0379 -0.0205 1.4566
C 1.0747 0.8643 1.4999
O 2.1746 0.2814 0.7591
C -0.3423 0.2776 -0.9747
C -1.6839 0.6924 -1.6285
N 0.3837 -0.5976 -1.8778
H -0.1485 -0.6218 2.2583
H 0.8452 1.8213 1.0288
H 1.3870 0.9573 2.5352
H 3.0112 0.6783 1.0104
H 0.2228 1.1795 -0.7860
H -2.2653 -0.2088 -1.7581
H -2.2485 1.3897 -1.0135
H -1.4231 1.1474 -2.5748
H 0.0240 -1.5396 -1.8550
H 1.3788 -0.5619 -1.7066

Atoms 1-6, force components in eV/Å:
O 0.01 -0.01 -0.06
C -0.20 -0.24 0.50
N 0.24 0.23 0.32
C 0.84 -0.40 -0.60
O -0.41 -0.19 0.00
C -1.01 0.10 -0.46

Properties
**Energy above the lowest of the compared OMol25 structures with the same formula, charge and spin**: 131.7 kJ/mol
**Charge**: 0
**SMILES string**: C[C@H](N)C(=O)NCO
**HOMO level**: -9.02 eV
**E_LUMO**: 0.6 eV
**E_tot**: -418.41080 hartree

Charges obtained by Löwdin population analysis, quoted in units of e:
1. O 0.068
2. C -0.464
3. N 0.089
4. C -0.240
5. O -0.056
6. C -0.382
7. C -0.041
8. N 0.066
9. H 0.145
10. H 0.117
11. H 0.125
12. H 0.081
13. H 0.116
14. H 0.072
15. H 0.079
16. H 0.073
17. H 0.081
18. H 0.069


- Which value of energy above the lowest of the compared OMol25 structures with the same formula, charge and spin does entry 3 give?
  131.7 kJ/mol


Please write out number 1 again, unchanged.
The following is a DFT calculation (the ωB97M-V functional and the def2-TZVPD basis) of C4H10N2O2 in the gas phase in a non-equilibrium geometry.

CARTESIAN COORDINATES (ANGSTROEM)
C -1.7740 0.0083 0.1921
C -1.2908 -0.8713 -0.8982
C 1.6523 1.4825 1.2184
N 0.5479 0.6401 0.8005
C -0.6844 1.1296 0.7609
N 0.9421 -1.6395 -1.6993
O 0.1167 -1.5561 -0.5257
O -1.1231 2.1445 1.2388
H 0.6980 -0.3670 0.2932
H 1.8890 -1.5161 -1.3521
H 0.8661 -2.5863 -2.0748
H -2.0176 -0.5712 1.0783
H -2.6130 0.6167 -0.1328
H -1.9505 -1.7175 -1.0965
H -1.0418 -0.3207 -1.8064
H 2.3539 0.9056 1.8155
H 1.2653 2.2941 1.8342
H 2.1639 1.9243 0.3539

Atoms 1-6, force components in eV/Å:
C 1.94 1.63 1.31
C 2.40 -1.10 -0.55
C -0.05 0.10 -0.01
N 1.41 -1.90 -1.23
C -2.37 -2.69 -0.54
N -0.46 0.25 -0.09

Properties
**Energy above the lowest of the compared OMol25 structures with the same formula, charge and spin**: 372.3 kJ/mol
**Charge**: 0
**SMILES string**: CNC(=O)CCON
**HOMO level**: -9.19 eV
**E_LUMO**: 0.7 eV
**E_tot**: -418.31915 hartree

Charges obtained by Löwdin population analysis, quoted in units of e:
1. C -0.078
2. C -0.105
3. C -0.078
4. N -0.005
5. C -0.508
6. N 0.019
7. O -0.278
8. O 0.045
9. H 0.138
10. H 0.080
11. H 0.084
12. H 0.112
13. H 0.114
14. H 0.111
15. H 0.112
16. H 0.075
17. H 0.079
18. H 0.083